This record from the Open Molecules 2025 dataset describes a molecular structure, C21H21BrN2O3SSn. The level of theory is ωB97M-V/def2-TZVPD.

Structure (XYZ):
```
50
Properties=species:S:1:pos:R:3:lowdin_charge:R:1
Sn -0.234 -0.327 -0.699 1.042
C -2.833 -0.402 1.837 -0.053
O -1.958 0.476 1.139 -0.264
C -2.360 1.750 0.880 -0.240
C -3.591 2.276 1.238 -0.014
C -3.881 3.602 0.936 -0.080
C -2.955 4.395 0.277 -0.086
C -1.727 3.862 -0.086 -0.015
C -1.421 2.545 0.214 -0.187
N -0.181 1.942 -0.151 -0.080
N 0.789 2.746 -0.130 0.109
C 2.042 2.408 -0.530 -0.151
C 2.374 1.280 -1.312 -0.354
O 1.531 0.371 -1.671 -0.315
C 3.717 1.165 -1.804 0.006
C 4.656 2.089 -1.513 -0.008
C 4.362 3.238 -0.712 -0.174
C 5.353 4.192 -0.418 -0.041
C 5.061 5.294 0.342 -0.090
C 3.757 5.463 0.832 -0.080
C 2.776 4.541 0.562 -0.027
C 3.053 3.406 -0.225 -0.096
H -3.071 0.004 2.821 0.104
H -3.748 -0.573 1.267 0.106
H -2.286 -1.334 1.942 0.067
H -4.317 1.667 1.756 0.107
H -4.843 4.009 1.218 0.105
H -3.191 5.423 0.037 0.102
H -0.990 4.455 -0.610 0.112
H 3.936 0.298 -2.413 0.119
H 5.665 1.973 -1.891 0.117
H 6.354 4.038 -0.805 0.110
H 5.826 6.026 0.565 0.099
H 3.522 6.330 1.437 0.101
H 1.779 4.676 0.955 0.103
Br 1.175 -0.793 1.470 0.033
O -1.179 -3.056 0.118 -0.667
S -0.603 -3.813 1.280 0.844
C 1.083 -4.313 0.776 -0.337
C 1.054 -5.763 0.279 -0.229
C -0.396 -6.095 -0.067 -0.244
C -1.204 -5.514 1.083 -0.333
H 1.759 -4.139 1.611 0.080
H 1.326 -3.593 -0.004 0.070
H 1.400 -6.433 1.070 0.109
H 1.721 -5.896 -0.573 0.112
H -0.559 -7.168 -0.177 0.112
H -0.692 -5.608 -0.997 0.113
H -1.009 -6.038 2.022 0.094
H -2.278 -5.453 0.916 0.091
```

As for the LUMO energy: -0.018 Eh. Its calculated total energy is -117950.4569 eV. For the HOMO energy, the calculation gives -0.280 Ha. Its maximum force is 0.2 eV/A. As for the HOMO-LUMO gap: 7.125 eV.